Record 1
C25H50N5OS2 | ωB97M-V with the def2-TZVPD basis set

Results
* highest occupied orbital energy: -10.852 eV
* largest force on an atom: 5.737 eV/Å
* frontier orbital gap: 7.177 eV
* E_LUMO: -3.675 eV
* SMILES: CCCCCCCCN(CCCCCCCC)C(=S)SCCCN/C(NOC#N)=[N+](/C)CC
* calculated total energy: -2127.53776 Eh

```
! wB97M-V def2-TZVPD RIJCOSX def2/J DEFGRID3
* xyz 1 1
C -3.206 1.078 -3.150
C -3.113 -0.492 -3.017
C -2.545 -0.849 -1.605
C -3.030 -2.237 -1.107
C -2.926 -2.405 0.432
C -1.684 -3.237 0.917
C -0.639 -2.393 1.711
C 0.735 -2.541 1.007
N 1.785 -1.713 1.623
C 3.097 -1.959 0.932
C 3.152 -1.442 -0.525
C 2.858 -2.539 -1.599
C 2.743 -1.832 -2.983
C 1.255 -1.620 -3.385
C 1.109 -1.337 -4.894
C 1.411 0.142 -5.259
C 0.520 1.148 -4.449
C 2.041 -2.100 2.980
S 1.964 -3.617 3.557
S 2.524 -0.838 4.160
C 1.626 0.670 3.595
C 2.126 1.185 2.211
C 1.060 1.402 1.092
N -0.355 1.322 1.484
C -0.849 2.379 2.132
N -2.159 2.410 2.299
O -2.944 1.363 1.854
C -3.054 0.448 2.821
N -2.819 -0.451 3.431
N -0.040 3.399 2.569
C 0.145 4.528 1.638
C -0.172 3.728 4.005
C -1.222 4.786 4.399
H -2.720 1.350 -4.098
H -4.257 1.386 -3.218
H -2.688 1.538 -2.300
H -4.116 -0.931 -3.120
H -2.478 -0.911 -3.811
H -1.440 -0.855 -1.656
H -2.901 -0.076 -0.905
H -2.487 -3.059 -1.604
H -4.079 -2.348 -1.434
H -3.833 -2.930 0.776
H -2.956 -1.417 0.929
H -2.083 -4.033 1.564
H -1.239 -3.725 0.036
H -0.992 -1.346 1.680
H -0.583 -2.747 2.747
H 1.003 -3.608 0.912
H 0.577 -2.179 -0.025
H 3.344 -3.034 1.010
H 3.843 -1.386 1.512
H 4.192 -1.131 -0.713
H 2.481 -0.584 -0.701
H 3.711 -3.236 -1.647
H 1.977 -3.143 -1.349
H 3.275 -2.463 -3.713
H 3.256 -0.855 -2.991
H 0.704 -2.532 -3.097
H 0.872 -0.799 -2.751
H 1.849 -1.949 -5.437
H 0.106 -1.599 -5.268
H 1.137 0.286 -6.315
H 2.478 0.363 -5.117
H 1.130 1.596 -3.651
H 0.163 1.952 -5.107
H -0.361 0.622 -4.059
H 1.866 1.434 4.348
H 0.554 0.439 3.671
H 2.892 0.502 1.828
H 2.656 2.136 2.391
H 1.244 2.354 0.579
H 1.222 0.630 0.327
H -0.613 0.431 1.909
H -2.646 3.170 2.765
H -0.395 5.449 1.886
H -0.221 4.214 0.644
H 1.225 4.698 1.502
H -0.433 2.794 4.535
H 0.831 3.989 4.378
H -1.156 4.927 5.490
H -2.268 4.517 4.188
H -0.979 5.766 3.963
*
```

=====

Record 2
C25H51AlF12O13Y | ωB97M-V with the def2-TZVPD basis set

Results
* highest occupied orbital energy: -11.525 eV
* largest force on an atom: 6.088 eV/Å
* frontier orbital gap: 2.902 eV
* E_LUMO: -8.624 eV
* calculated total energy: -3439.94485 Eh

```
! wB97M-V def2-TZVPD RIJCOSX def2/J DEFGRID3
* xyz 1 1
Al -6.521 -11.987 -4.816
Y -8.540 -11.961 -9.039
C -8.753 -15.726 -5.158
O -9.930 -15.205 -4.735
O -7.911 -14.606 -5.534
C -8.222 -16.844 -4.123
F -6.884 -16.862 -3.966
F -8.641 -16.685 -2.849
F -8.535 -18.116 -4.487
C -11.179 -15.967 -4.735
C -12.246 -15.370 -3.789
H -12.630 -14.369 -3.986
H -13.114 -16.024 -3.702
H -11.849 -15.263 -2.779
H -11.057 -16.973 -4.335
H -11.639 -16.184 -5.700
H -9.040 -16.248 -6.071
C -10.196 -10.398 -6.594
O -10.513 -10.460 -7.926
O -9.073 -11.260 -6.588
C -10.104 -9.020 -5.915
F -10.942 -8.112 -6.441
F -10.576 -9.142 -4.714
F -8.855 -8.571 -5.930
C -11.756 -9.964 -8.326
C -11.611 -8.887 -9.393
H -12.619 -8.865 -9.808
H -11.297 -7.888 -9.092
H -10.936 -9.210 -10.186
H -12.439 -9.418 -7.675
H -12.389 -10.816 -8.576
H -11.049 -10.967 -6.222
C -11.060 -12.104 -11.833
O -10.571 -10.976 -12.538
O -10.175 -12.256 -10.667
C -12.546 -11.820 -11.496
F -12.873 -10.519 -11.577
F -13.262 -12.292 -12.404
F -13.100 -12.054 -10.352
C -11.088 -10.637 -13.829
C -10.342 -9.384 -14.296
H -9.263 -9.503 -14.197
H -10.566 -9.220 -15.350
H -10.445 -8.479 -13.696
H -12.172 -10.535 -13.884
H -10.709 -11.365 -14.546
H -11.037 -12.984 -12.476
C -6.058 -13.771 -8.577
O -7.114 -14.020 -9.357
O -6.497 -12.632 -7.894
C -5.389 -15.017 -7.918
F -4.613 -15.590 -8.819
F -4.680 -14.800 -6.790
F -6.292 -15.921 -7.624
C -7.137 -15.181 -10.237
C -8.293 -15.047 -11.179
H -8.225 -14.169 -11.822
H -8.497 -15.943 -11.766
H -9.192 -14.892 -10.583
H -7.123 -16.063 -9.597
H -6.246 -15.270 -10.857
H -5.270 -13.400 -9.233
C -7.584 -8.360 -9.345
O -7.826 -9.706 -9.152
H -8.379 -7.890 -9.924
H -7.424 -7.831 -8.406
H -6.653 -8.242 -9.900
C -4.296 -8.481 -11.793
C -3.789 -9.485 -10.792
O -4.918 -10.060 -10.366
H -4.753 -7.595 -11.354
H -4.947 -8.859 -12.581
H -3.460 -8.004 -12.304
H -3.396 -8.930 -9.939
H -3.152 -10.301 -11.133
H -5.539 -9.368 -10.128
C -11.895 -13.933 -7.377
C -10.812 -14.554 -8.264
O -9.668 -13.810 -8.028
H -12.759 -14.581 -7.225
H -12.241 -13.041 -7.900
H -11.490 -13.582 -6.428
H -11.068 -14.454 -9.318
H -10.608 -15.596 -8.016
H -9.524 -13.942 -7.088
C -5.336 -7.412 -5.509
C -4.873 -8.639 -6.254
O -5.988 -9.516 -6.405
H -4.439 -6.967 -5.079
H -5.940 -7.618 -4.625
H -5.830 -6.752 -6.222
H -4.124 -9.310 -5.831
H -4.585 -8.404 -7.279
H -6.594 -9.042 -6.979
C -5.956 -11.932 -13.181
C -7.225 -11.581 -12.443
O -6.975 -11.826 -11.065
H -6.254 -11.824 -14.224
H -5.781 -12.974 -12.912
H -5.117 -11.313 -12.864
H -8.101 -12.148 -12.757
H -7.362 -10.512 -12.604
H -6.219 -11.249 -10.937
*
```

=====

Record 3
C25H51F5NO10S | ωB97M-V with the def2-TZVPD basis set

Results
* highest occupied orbital energy: -11.321 eV
* largest force on an atom: 0.945 eV/Å
* frontier orbital gap: 8.294 eV
* E_LUMO: -3.027 eV
* calculated total energy: -2687.52496 Eh

```
! wB97M-V def2-TZVPD RIJCOSX def2/J DEFGRID3
* xyz 1 1
O 5.014 3.728 0.184
S 4.367 4.041 -1.064
O 5.083 4.474 -2.225
O 3.273 5.166 -0.790
C 3.375 2.628 -1.509
C 2.067 2.512 -0.732
C 1.483 1.099 -0.841
C 0.202 0.936 -0.009
C -1.066 0.575 -0.780
C -2.289 0.792 0.118
C -3.603 0.469 -0.597
C -4.842 1.039 0.123
C -6.006 1.237 -0.855
C -7.420 1.189 -0.286
F -7.884 -0.093 -0.237
F -8.249 1.902 -1.104
C -7.629 1.796 1.125
F -8.902 1.889 1.419
F -7.038 1.060 2.071
F -7.078 3.014 1.164
C -2.134 -0.030 1.410
C -0.757 -0.013 2.072
O -0.525 -1.122 2.898
N 0.340 -0.126 1.051
H 2.894 5.035 0.093
H 3.996 1.754 -1.285
H 3.210 2.649 -2.590
H 2.252 2.726 0.331
H 1.335 3.248 -1.088
H 1.265 0.874 -1.890
H 2.243 0.386 -0.494
H -0.014 1.872 0.522
H -1.025 -0.492 -1.053
H -1.126 1.148 -1.707
H -2.296 1.855 0.405
H -3.547 0.886 -1.611
H -3.700 -0.620 -0.677
H -4.558 2.000 0.567
H -5.136 0.351 0.915
H -5.975 0.430 -1.596
H -5.915 2.177 -1.402
H -2.827 0.370 2.160
H -2.414 -1.079 1.257
H -0.568 0.918 2.621
H -0.877 -0.955 3.784
H 0.271 -1.043 0.602
H 1.241 -0.067 1.529
C -0.347 2.867 -8.116
O 0.559 1.945 -7.551
C 0.706 2.114 -6.159
C 1.340 0.888 -5.542
O 0.440 -0.189 -5.329
C 0.089 -0.958 -6.476
C 1.162 -1.928 -6.914
O 2.164 -1.256 -7.650
C 3.323 -2.043 -7.817
H -0.018 3.900 -7.955
H -0.385 2.672 -9.185
H -1.351 2.742 -7.695
H -0.272 2.290 -5.690
H 1.349 2.985 -5.963
H 1.681 1.162 -4.538
H 2.212 0.572 -6.116
H -0.200 -0.312 -7.306
H -0.783 -1.539 -6.172
H 0.703 -2.706 -7.540
H 1.600 -2.410 -6.029
H 3.777 -2.288 -6.849
H 4.030 -1.462 -8.404
H 3.101 -2.974 -8.349
C 4.626 -1.339 5.689
O 3.536 -1.787 6.461
C 2.453 -0.884 6.448
C 1.187 -1.552 6.935
O 0.555 -2.379 5.966
C 1.139 -3.659 5.742
C 0.880 -4.656 6.847
O 1.764 -4.436 7.927
C 1.363 -5.124 9.093
H 5.008 -0.379 6.052
H 5.413 -2.085 5.770
H 4.343 -1.234 4.633
H 2.292 -0.504 5.428
H 2.677 -0.031 7.103
H 0.462 -0.764 7.154
H 1.377 -2.102 7.857
H 2.211 -3.573 5.550
H 0.657 -4.033 4.836
H 1.028 -5.670 6.451
H -0.162 -4.563 7.181
H 0.380 -4.781 9.436
H 2.101 -4.916 9.864
H 1.322 -6.206 8.923
*
```

=====

Record 4
C25H51N3O3P2Re | ωB97M-V with the def2-TZVPD basis set

Results
* <S²>: 3.795
* highest occupied orbital energy (alpha / beta): -19.519 / -20.684 eV
* largest force on an atom: 7.518 eV/Å
* frontier orbital gap (alpha / beta): 5.403 / 5.279 eV
* E_LUMO (alpha / beta): -14.116 / -15.406 eV
* calculated total energy: -2132.52851 Eh

```
! wB97M-V def2-TZVPD RIJCOSX def2/J DEFGRID3
* xyz 4 4
Re -1.172 -1.171 -0.427
C -2.370 -0.648 -1.824
O -3.055 -0.276 -2.705
C 0.244 -0.893 -1.663
O 1.146 -0.781 -2.422
P 0.898 4.538 0.032
C 2.395 5.201 0.860
H 2.322 6.299 0.796
C 0.872 4.642 -1.791
H 1.577 3.843 -2.082
C -0.676 4.452 0.965
H -0.351 4.251 2.003
C -2.414 -4.067 -0.221
P -0.567 -3.460 -0.913
H -0.104 -5.693 -0.025
H -2.270 -3.936 0.864
C -0.791 -4.265 -2.640
H -1.265 -5.221 -2.401
C -0.481 4.293 -2.436
H -1.302 4.934 -2.066
H -0.754 3.238 -2.292
H -0.395 4.441 -3.523
C 1.427 5.969 -2.321
H 1.349 5.958 -3.419
H 2.492 6.104 -2.089
H 0.854 6.820 -1.913
C -1.407 5.799 0.970
H -0.777 6.589 1.399
H -2.305 5.714 1.597
H -1.717 6.100 -0.042
C -1.607 3.287 0.569
H -2.645 3.520 0.850
H -1.331 2.358 1.087
H -1.603 3.071 -0.507
C 2.371 4.723 2.323
H 1.641 5.270 2.930
H 3.365 4.826 2.771
H 2.113 3.653 2.365
C 3.637 4.671 0.128
H 3.596 3.574 0.089
H 4.539 4.940 0.687
H 3.724 5.041 -0.900
C -2.710 -5.539 -0.542
H -1.910 -6.220 -0.228
H -2.905 -5.674 -1.617
H -3.626 -5.835 -0.008
C -3.616 -3.228 -0.638
H -3.805 -3.288 -1.722
C 1.904 -4.852 0.035
H -3.536 -2.165 -0.330
H -4.507 -3.639 -0.132
C 0.076 -4.454 1.734
H 2.405 -3.908 0.319
H 2.302 -5.662 0.666
H 2.173 -5.117 -1.003
C 0.372 -4.743 0.264
H 0.712 -5.098 2.366
H -0.967 -4.652 2.019
H 0.314 -3.406 1.978
C 0.544 -4.583 -3.357
H 1.159 -3.682 -3.503
H 0.355 -4.993 -4.355
H 1.120 -5.338 -2.802
C -1.741 -3.472 -3.523
H -2.764 -3.434 -3.131
H -1.779 -3.935 -4.520
H -1.403 -2.437 -3.654
H 0.922 -3.875 -1.512
H 1.371 3.221 0.133
C -1.332 -0.061 4.314
N -0.207 -0.201 3.395
C 1.087 -0.258 3.848
C 2.094 -0.543 2.988
C 1.811 -0.789 1.626
N 0.527 -0.741 1.228
C -0.461 -0.496 2.100
O -1.647 -0.561 1.607
N 2.739 -1.108 0.707
H -1.053 0.628 5.111
H -1.602 -1.028 4.753
H -2.204 0.330 3.802
H 1.210 -0.082 4.931
H 3.134 -0.573 3.311
H 3.715 -1.132 0.973
H 2.528 -1.084 -0.293
*
```

=====

Record 5
C25H52I2N4O4P3S | ωB97M-V with the def2-TZVPD basis set

Results
* highest occupied orbital energy: -10.559 eV
* largest force on an atom: 2.727 eV/Å
* frontier orbital gap: 7.855 eV
* E_LUMO: -2.703 eV
* calculated total energy: -3521.09098 Eh

```
! wB97M-V def2-TZVPD RIJCOSX def2/J DEFGRID3
* xyz 1 1
C 5.180 3.732 4.131
C 4.398 4.005 2.850
C 3.289 2.945 2.575
C 3.577 2.213 1.249
C 4.889 1.432 1.474
C 2.417 1.401 0.590
P 0.971 2.601 0.685
O -0.242 2.238 -0.084
C 2.556 1.129 -0.992
C 2.274 2.370 -1.848
C 3.955 0.570 -1.498
I 3.882 -0.570 -3.306
C 5.092 1.636 -1.622
C 6.430 0.996 -1.180
I 5.512 2.363 -3.630
N 1.448 0.111 -1.111
N 0.927 -0.280 -2.303
C 0.275 0.451 -3.148
C -0.975 1.206 -2.834
C 0.675 0.414 -4.587
C 1.113 -0.473 -0.008
C 0.163 -1.618 0.036
C -1.231 -1.453 -0.589
C 1.846 0.054 1.192
P 3.074 -1.359 1.581
S 3.669 -2.451 0.088
P 0.687 -0.100 2.789
C -0.971 0.496 2.336
O 1.201 1.024 3.865
H 4.504 3.844 4.983
H 5.976 4.459 4.288
H 5.581 2.719 4.181
H 3.910 4.973 2.981
H 5.056 4.123 1.987
H 3.338 2.237 3.401
H 2.350 3.488 2.626
H 3.828 3.001 0.533
H 5.004 1.189 2.531
H 5.733 2.073 1.238
H 4.961 0.503 0.920
H 0.683 2.676 2.044
H 1.518 3.855 0.375
H 1.210 2.527 -2.014
H 2.696 2.217 -2.841
H 2.745 3.258 -1.433
H 4.316 -0.199 -0.823
H 4.876 2.567 -1.111
H 6.366 -0.093 -1.202
H 7.249 1.271 -1.836
H 6.726 1.306 -0.183
H -0.963 1.703 -1.868
H -1.757 0.438 -2.806
H -1.243 1.900 -3.628
H 1.401 1.212 -4.752
H 1.069 -0.554 -4.880
H -0.183 0.619 -5.229
H 0.667 -2.426 -0.510
H 0.076 -1.986 1.059
H -1.710 -0.497 -0.386
H -1.873 -2.238 -0.192
H -1.185 -1.597 -1.666
H 4.106 -0.800 2.337
H 2.339 -2.110 2.501
H -1.668 -0.136 2.887
H -1.185 0.391 1.279
H -1.101 1.550 2.597
H 0.607 1.788 3.925
C -3.555 -2.748 2.925
O -2.912 -1.716 2.761
N -4.650 -3.078 2.236
C -5.367 -4.312 2.487
C -5.151 -2.179 1.201
H -3.268 -3.497 3.680
H -5.390 -4.929 1.587
H -6.394 -4.100 2.789
H -4.876 -4.871 3.282
H -4.389 -2.034 0.435
H -5.386 -1.208 1.636
H -6.042 -2.593 0.745
C -7.959 -2.070 -1.722
O -7.182 -2.038 -0.780
N -7.913 -2.977 -2.711
C -8.861 -2.973 -3.808
C -6.876 -3.995 -2.671
H -8.777 -1.342 -1.834
H -9.419 -3.910 -3.834
H -8.343 -2.848 -4.760
H -9.563 -2.151 -3.681
H -6.961 -4.589 -1.761
H -5.889 -3.532 -2.680
H -6.980 -4.644 -3.537
*
```